# 1
# C24H70N6O8

A 8-piece molecular cluster, C24H70N6O8 overall at a distorted geometry (ωB97M-V/def2-TZVPD, the OMol25 dataset).

CARTESIAN COORDINATES (ANGSTROEM)
1 C 3.26 2.22 -4.82
2 C 2.60 0.95 -4.51
3 C 3.27 0.14 -3.38
4 O 2.70 -1.19 -3.27
5 C 3.13 -2.02 -2.27
6 N 1.24 1.28 -4.16
7 H 3.26 2.81 -3.91
8 H 2.76 2.80 -5.60
9 H 4.31 2.04 -5.07
10 H 2.50 0.21 -5.31
11 H 3.23 0.61 -2.40
12 H 4.32 0.09 -3.68
13 H 2.53 -2.92 -2.42
14 H 2.86 -1.54 -1.33
15 H 4.20 -2.23 -2.31
16 H 0.88 1.88 -4.89
17 H 1.34 1.91 -3.38
18 C -2.41 -3.92 -3.45
19 C -2.83 -2.51 -2.92
20 C -3.86 -2.45 -1.78
21 O -4.27 -1.14 -1.49
22 C -5.42 -1.17 -0.60
23 N -1.66 -1.87 -2.38
24 H -1.97 -4.46 -2.61
25 H -1.73 -3.82 -4.29
26 H -3.32 -4.46 -3.73
27 H -3.26 -1.94 -3.75
28 H -3.74 -3.13 -0.93
29 H -4.78 -2.88 -2.19
30 H -5.24 -1.49 0.43
31 H -6.25 -1.79 -0.92
32 H -5.81 -0.16 -0.45
33 H -1.88 -1.02 -1.88
34 H -1.45 -2.50 -1.62
35 C 2.45 -2.02 4.26
36 C 1.76 -0.98 3.40
37 C 2.41 0.42 3.57
38 O 2.77 0.83 4.93
39 C 1.59 1.04 5.74
40 N 1.86 -1.48 2.06
41 H 2.05 -3.03 4.19
42 H 2.46 -1.80 5.33
43 H 3.50 -2.09 3.96
44 H 0.73 -0.96 3.75
45 H 1.71 1.14 3.16
46 H 3.30 0.38 2.94
47 H 1.97 1.43 6.68
48 H 1.11 0.09 5.97
49 H 0.90 1.74 5.27
50 H 1.38 -0.88 1.40
51 H 2.82 -1.51 1.76
52 C 3.34 3.39 -0.82
53 C 1.94 3.84 -1.19
54 C 1.81 4.86 -2.39
55 O 0.89 5.90 -1.99
56 C 0.88 6.94 -2.96
57 N 1.20 2.59 -1.43
58 H 3.32 2.81 0.10
59 H 4.00 4.20 -0.52
60 H 3.75 2.85 -1.67
61 H 1.63 4.32 -0.25
62 H 1.60 4.47 -3.38
63 H 2.79 5.34 -2.45
64 H 1.82 6.99 -3.51
65 H 0.47 7.89 -2.59
66 H 0.20 6.69 -3.77
67 H 1.40 2.02 -0.62
68 H 0.20 2.75 -1.44
69 C 0.14 -4.61 -0.20
70 C -1.08 -3.85 0.45
71 C -1.63 -4.60 1.71
72 O -2.53 -3.81 2.43
73 C -3.15 -4.45 3.54
74 N -0.68 -2.50 0.78
75 H 1.11 -4.35 0.22
76 H 0.12 -4.34 -1.25
77 H 0.00 -5.69 -0.10
78 H -1.88 -3.81 -0.30
79 H -0.80 -4.64 2.42
80 H -2.05 -5.57 1.47
81 H -2.37 -5.09 3.95
82 H -4.06 -4.96 3.23
83 H -3.48 -3.70 4.26
84 H -1.45 -2.17 1.34
85 H 0.00 -2.69 1.51
86 C -0.34 3.47 2.22
87 C -1.00 2.29 1.51
88 C -1.95 1.37 2.28
89 O -1.25 0.55 3.20
90 C -2.14 -0.30 3.89
91 N -1.74 3.02 0.54
92 H 0.35 3.96 1.54
93 H 0.32 3.19 3.04
94 H -1.02 4.28 2.49
95 H -0.29 1.56 1.14
96 H -2.39 0.68 1.56
97 H -2.79 1.91 2.72
98 H -2.72 0.18 4.67
99 H -1.52 -1.03 4.40
100 H -2.80 -0.81 3.18
101 H -2.63 3.17 1.00
102 H -1.49 4.00 0.54
103 O 0.56 -0.39 -0.62
104 H 0.23 -1.20 -0.22
105 H -0.22 0.14 -0.76
106 O -1.68 1.17 -1.36
107 H -2.40 1.36 -1.97
108 H -1.84 1.76 -0.62

Properties
**Largest force on an atom**: 3.69 eV/Å
**HOMO-LUMO gap (spin up / spin down)**: 1.61 / 8.56 eV
**Relative energy (zero: lowest compared OMol25 entry of this formula, charge and spin)**: 0.0 kcal/mol
**Spin multiplicity**: 2
**HOMO (spin up / spin down)**: 0.027 / -0.229 Ha
**Total charge**: -1

Mulliken atomic charge list, values in e, 4 entries: C -1.222; C 0.366; C -0.577; O -0.364

# 2
# C24H70O11S10

A 11-piece molecular cluster, C24H70O11S10 overall at a distorted geometry (ωB97M-V/def2-TZVPD, the OMol25 dataset).

CARTESIAN COORDINATES (ANGSTROEM)
1 C -2.68 0.11 3.63
2 C -3.81 0.78 4.46
3 O -3.22 1.58 5.46
4 C -4.16 2.36 6.16
5 C -3.38 3.09 7.27
6 H -2.13 -0.60 4.22
7 H -3.20 -0.49 2.94
8 H -1.97 0.86 3.36
9 H -4.44 1.39 3.86
10 H -4.42 0.05 4.95
11 H -4.71 3.02 5.52
12 H -4.89 1.69 6.59
13 H -3.94 3.32 8.17
14 H -2.87 4.01 7.01
15 H -2.64 2.37 7.61
16 C 0.16 3.21 4.15
17 S 1.42 2.60 3.03
18 O 2.45 3.65 2.82
19 C 2.01 1.28 4.05
20 H -0.36 4.11 3.80
21 H 0.65 3.54 5.04
22 H -0.53 2.39 4.39
23 H 2.51 1.83 4.86
24 H 2.70 0.71 3.44
25 H 1.24 0.64 4.47
26 C 0.15 4.08 0.28
27 S -0.21 4.14 -1.47
28 O -0.86 2.78 -1.83
29 C -1.66 5.23 -1.40
30 H -0.71 3.57 0.73
31 H 0.27 5.10 0.63
32 H 1.16 3.75 0.44
33 H -2.30 4.85 -0.60
34 H -2.19 5.16 -2.34
35 H -1.31 6.23 -1.20
36 C 1.71 -2.30 -4.43
37 S 0.51 -3.18 -3.40
38 O -0.63 -2.21 -3.16
39 C -0.09 -4.16 -4.79
40 H 2.25 -1.55 -3.80
41 H 1.19 -1.77 -5.27
42 H 2.43 -3.03 -4.77
43 H -0.80 -4.84 -4.32
44 H 0.82 -4.74 -5.09
45 H -0.37 -3.49 -5.53
46 C 4.29 2.12 -4.77
47 S 3.13 1.64 -3.46
48 O 3.61 0.38 -2.87
49 C 3.72 2.94 -2.24
50 H 5.29 2.26 -4.30
51 H 3.96 2.99 -5.33
52 H 4.25 1.28 -5.44
53 H 3.05 2.96 -1.43
54 H 3.80 3.89 -2.81
55 H 4.63 2.48 -1.85
56 C -2.74 -4.52 -0.92
57 S -2.02 -2.98 -0.27
58 O -3.06 -1.95 -0.54
59 C -2.04 -3.38 1.50
60 H -3.83 -4.63 -0.77
61 H -2.09 -5.32 -0.50
62 H -2.48 -4.44 -2.01
63 H -1.46 -2.61 2.04
64 H -1.52 -4.33 1.67
65 H -3.09 -3.31 1.78
66 C -4.22 2.02 -1.84
67 S -3.76 2.30 -0.20
68 O -4.04 3.79 -0.03
69 C -5.13 1.53 0.68
70 H -4.07 0.97 -2.10
71 H -3.50 2.66 -2.33
72 H -5.21 2.38 -2.01
73 H -6.00 2.03 0.39
74 H -4.89 1.75 1.73
75 H -5.09 0.49 0.39
76 C 4.37 -2.17 2.92
77 S 5.42 -2.90 1.67
78 O 4.43 -3.46 0.71
79 C 5.96 -1.38 0.95
80 H 3.84 -2.98 3.38
81 H 3.68 -1.56 2.35
82 H 4.92 -1.58 3.68
83 H 5.13 -0.73 0.65
84 H 6.43 -1.65 0.03
85 H 6.74 -0.95 1.59
86 C 2.38 -5.84 -0.90
87 S 1.22 -6.60 0.32
88 O -0.09 -5.85 0.21
89 C 2.06 -5.85 1.79
90 H 2.53 -4.74 -0.82
91 H 1.97 -6.17 -1.87
92 H 3.30 -6.36 -0.60
93 H 1.45 -6.07 2.62
94 H 2.09 -4.79 1.50
95 H 3.10 -6.28 1.79
96 C -0.36 0.50 0.28
97 S 1.37 0.39 0.14
98 O 1.91 -0.05 1.50
99 C 1.44 -1.02 -0.89
100 H -0.81 -0.31 0.85
101 H -0.76 0.59 -0.76
102 H -0.62 1.42 0.83
103 H 2.47 -1.03 -1.27
104 H 0.72 -0.88 -1.68
105 H 1.12 -1.86 -0.23
106 C -1.50 0.34 -5.01
107 S 0.20 0.89 -4.84
108 O 0.88 0.33 -6.08
109 C -0.05 2.63 -5.33
110 H -1.62 -0.57 -4.43
111 H -1.67 0.13 -6.09
112 H -2.14 1.15 -4.67
113 H 0.97 2.92 -5.55
114 H -0.56 3.20 -4.54
115 H -0.57 2.62 -6.30

Properties
**Largest force on an atom**: 3.46 eV/Å
**HOMO-LUMO gap**: 8.70 eV
**HOMO**: -0.303 Ha

Mulliken atomic charge list, values in e, 4 entries: C -0.724; C -0.515; O -0.230; C -0.351

# 3
# C24H71N6O9

A 8-piece molecular cluster, C24H71N6O9 overall at a distorted geometry (ωB97M-V/def2-TZVPD, the OMol25 dataset).

CARTESIAN COORDINATES (ANGSTROEM)
1 N -0.33 0.74 -0.15
2 H -0.60 -0.22 -0.27
3 H -0.90 1.32 -0.75
4 H 0.63 0.73 -0.45
5 H -0.42 1.07 0.80
6 C 5.46 1.12 4.98
7 C 4.58 2.11 4.22
8 O 3.36 1.64 3.73
9 O 5.07 0.92 6.34
10 H 6.44 1.58 5.08
11 H 5.53 0.13 4.53
12 H 5.19 2.34 3.34
13 H 4.52 2.99 4.86
14 H 2.78 1.64 4.50
15 H 5.79 1.16 6.93
16 C 4.34 -4.76 0.80
17 C 4.55 -5.21 2.22
18 O 5.70 -4.60 2.84
19 O 4.10 -3.33 0.64
20 H 3.66 -5.42 0.27
21 H 5.27 -4.96 0.27
22 H 4.64 -6.30 2.29
23 H 3.69 -5.03 2.87
24 H 5.73 -4.78 3.79
25 H 4.88 -2.84 0.92
26 C -4.54 2.78 4.85
27 C -3.92 1.92 3.71
28 C -4.84 1.72 2.49
29 O -4.30 0.79 1.61
30 C -4.72 -0.52 1.93
31 N -2.58 2.38 3.44
32 H -5.55 2.46 5.08
33 H -4.47 3.79 4.45
34 H -4.00 2.77 5.80
35 H -3.80 0.98 4.26
36 H -4.98 2.65 1.93
37 H -5.87 1.56 2.80
38 H -4.36 -0.83 2.91
39 H -4.31 -1.30 1.28
40 H -5.81 -0.54 1.93
41 H -2.09 2.47 4.32
42 H -2.79 3.30 3.10
43 C -0.39 -2.51 -4.76
44 C -0.65 -3.86 -4.02
45 C 0.16 -5.13 -4.52
46 O 0.02 -5.28 -5.97
47 C 0.75 -6.37 -6.54
48 N -0.28 -3.66 -2.62
49 H 0.52 -2.02 -4.42
50 H -1.15 -1.86 -4.33
51 H -0.45 -2.45 -5.85
52 H -1.72 -4.06 -4.14
53 H -0.17 -6.03 -4.01
54 H 1.22 -4.99 -4.34
55 H 0.65 -6.27 -7.62
56 H 0.46 -7.32 -6.10
57 H 1.82 -6.30 -6.35
58 H 0.72 -3.81 -2.60
59 H -0.67 -4.39 -2.05
60 C -4.65 5.83 -3.38
61 C -3.62 4.84 -3.83
62 C -3.06 5.06 -5.26
63 O -3.00 6.46 -5.59
64 C -2.60 6.69 -6.93
65 N -2.51 4.71 -2.94
66 H -4.14 6.77 -3.18
67 H -5.23 5.50 -2.52
68 H -5.43 6.01 -4.12
69 H -4.17 3.90 -3.74
70 H -3.67 4.44 -5.93
71 H -2.07 4.62 -5.27
72 H -2.53 7.74 -7.22
73 H -3.19 6.12 -7.65
74 H -1.59 6.34 -7.13
75 H -1.92 5.49 -3.19
76 H -3.02 5.05 -2.14
77 C -0.99 -3.13 5.93
78 C -1.80 -3.16 7.20
79 C -2.55 -4.51 7.46
80 O -3.44 -4.69 6.33
81 C -4.49 -5.59 6.63
82 N -1.00 -2.81 8.33
83 H -0.09 -3.72 6.10
84 H -0.70 -2.11 5.67
85 H -1.50 -3.52 5.06
86 H -2.55 -2.40 7.02
87 H -3.11 -4.53 8.40
88 H -1.74 -5.23 7.54
89 H -5.06 -5.82 5.73
90 H -5.27 -5.19 7.29
91 H -4.12 -6.50 7.09
92 H -1.63 -2.89 9.12
93 H -0.34 -3.57 8.36
94 C 5.19 1.39 -4.20
95 C 4.65 2.68 -3.71
96 C 3.83 3.38 -4.81
97 O 4.67 3.63 -5.92
98 C 4.33 4.62 -6.88
99 N 3.84 2.41 -2.56
100 H 5.44 1.38 -5.26
101 H 4.46 0.58 -4.16
102 H 6.10 1.04 -3.70
103 H 5.49 3.29 -3.39
104 H 3.47 4.30 -4.35
105 H 2.97 2.76 -5.04
106 H 5.20 4.99 -7.42
107 H 3.90 5.51 -6.41
108 H 3.60 4.29 -7.61
109 H 4.45 2.12 -1.80
110 H 3.62 3.34 -2.22

Properties
**Largest force on an atom**: 2.88 eV/Å
**HOMO-LUMO gap**: 7.67 eV
**HOMO**: -0.401 Ha
**Total charge**: +1

Mulliken atomic charge list, values in e, 4 entries: N -0.466; H 0.372; H 0.345; H 0.359

# 4
# C24H71NO11

A 11-piece molecular cluster, C24H71NO11 overall at a distorted geometry (ωB97M-V/def2-TZVPD, the OMol25 dataset).

CARTESIAN COORDINATES (ANGSTROEM)
1 C -6.08 -2.86 -0.27
2 O -7.50 -2.82 -0.13
3 C -7.95 -2.71 1.16
4 C -8.11 -4.17 1.70
5 C -9.22 -4.96 0.92
6 N -8.67 -4.09 3.05
7 H -5.75 -3.80 0.17
8 H -5.65 -1.98 0.21
9 H -5.78 -2.79 -1.32
10 H -7.30 -2.07 1.77
11 H -8.93 -2.24 1.19
12 H -7.20 -4.77 1.71
13 H -9.06 -4.95 -0.16
14 H -10.20 -4.47 0.94
15 H -9.36 -5.97 1.30
16 H -9.48 -3.54 2.82
17 H -9.07 -5.00 3.22
18 C 0.60 0.63 -0.77
19 C -0.28 0.01 0.31
20 O 0.38 -0.33 1.50
21 H 1.54 0.08 -0.88
22 H 0.78 1.70 -0.70
23 H 0.20 0.53 -1.77
24 H -0.62 -0.95 -0.10
25 H -1.20 0.55 0.52
26 H -0.28 -0.79 2.03
27 C -1.28 0.93 6.38
28 C 0.13 0.88 6.86
29 O 0.12 0.43 8.19
30 H -1.78 -0.03 6.57
31 H -1.37 1.16 5.32
32 H -1.89 1.66 6.92
33 H 0.64 1.85 6.91
34 H 0.70 0.11 6.33
35 H 0.83 0.90 8.63
36 C -0.31 5.78 3.63
37 C 0.79 5.21 2.71
38 O 1.76 6.19 2.43
39 H 0.15 6.25 4.50
40 H -1.07 5.05 3.93
41 H -0.87 6.54 3.09
42 H 0.39 4.77 1.80
43 H 1.31 4.35 3.12
44 H 2.12 6.00 1.56
45 C 6.79 1.41 1.89
46 C 5.33 1.18 1.45
47 O 4.71 0.45 2.42
48 H 7.19 0.43 2.13
49 H 6.87 2.04 2.78
50 H 7.33 1.85 1.06
51 H 5.30 0.61 0.52
52 H 4.83 2.13 1.29
53 H 3.80 0.30 2.16
54 C -0.78 -3.89 -4.68
55 C -1.48 -4.80 -3.66
56 O -1.17 -6.13 -3.77
57 H 0.30 -3.96 -4.51
58 H -1.17 -2.89 -4.50
59 H -0.98 -4.05 -5.74
60 H -2.56 -4.75 -3.80
61 H -1.22 -4.40 -2.68
62 H -1.52 -6.45 -4.61
63 C 3.83 -4.88 0.28
64 C 3.02 -4.79 -1.01
65 O 2.87 -6.10 -1.47
66 H 4.11 -3.91 0.68
67 H 4.70 -5.47 0.01
68 H 3.27 -5.42 1.05
69 H 3.47 -4.04 -1.65
70 H 2.04 -4.35 -0.85
71 H 2.03 -6.14 -1.94
72 C -1.25 5.69 -3.87
73 C -0.54 4.88 -4.97
74 O 0.76 5.44 -5.06
75 H -1.15 6.75 -4.11
76 H -0.73 5.57 -2.91
77 H -2.27 5.35 -3.73
78 H -1.09 4.94 -5.90
79 H -0.50 3.81 -4.76
80 H 1.27 4.86 -5.64
81 C -1.29 -5.46 3.86
82 C -2.27 -4.72 2.98
83 O -2.46 -3.43 3.51
84 H -1.64 -5.36 4.89
85 H -0.32 -4.98 3.76
86 H -1.23 -6.47 3.46
87 H -3.21 -5.27 2.92
88 H -1.87 -4.64 1.97
89 H -3.09 -3.66 4.19
90 C 4.33 1.63 -4.96
91 C 4.64 2.38 -6.26
92 O 3.40 2.63 -6.89
93 H 3.76 0.73 -5.17
94 H 3.78 2.21 -4.22
95 H 5.25 1.32 -4.47
96 H 5.31 1.77 -6.87
97 H 5.19 3.31 -6.12
98 H 3.08 1.80 -7.24
99 C 6.23 6.35 -2.01
100 C 4.81 6.92 -2.05
101 O 3.89 5.99 -1.65
102 H 7.03 7.00 -2.34
103 H 6.20 5.41 -2.56
104 H 6.41 6.11 -0.96
105 H 4.64 7.23 -3.08
106 H 4.57 7.80 -1.46
107 H 3.27 5.93 -2.39

Properties
**Largest force on an atom**: 2.51 eV/Å
**HOMO-LUMO gap**: 9.52 eV
**Relative energy (zero: lowest compared OMol25 entry of this formula, charge and spin)**: 32.0 kcal/mol
**HOMO**: -0.349 Ha
**SMILES string**: COC[C@H](C)N.CCO.CCO.CCO.CCO.CCO.CCO.CCO.CCO.CCO.CCO

Mulliken atomic charge list, values in e, 4 entries: C -0.631; O -0.376; C -0.625; C 0.348

Question: What is the largest force on an atom in the first record?
Answer: 3.69 eV/Å

Question: Look up the largest force on an atom of the first one.
Answer: 3.69 eV/Å